[1]
# C4H7NO

C4H7NO in the gas phase (ωB97M-V/def2-TZVPD, the OMol25 dataset).

For the orbital gap, the calculation gives 10.74 eV. The SMILES is C[C@@]1(C=O)CN1. The HOMO energy is -9.9 eV. The spin multiplicity is 1. For the energy above the lowest of the compared OMol25 structures with the same formula, charge and spin, the calculation gives 183.0 kJ/mol.

Geometry as XYZ:
```
13
Properties=species:S:1:pos:R:3:forces:R:3:mulliken_charge:R:1
C 1.398450 -0.602668 0.006635 0.00 0.01 0.06 -1.520
C -0.014753 -0.060275 -0.095004 0.21 -0.31 0.31 1.179
C -0.235776 1.401992 0.118063 -0.06 0.11 0.12 -0.664
N -0.428756 0.800069 -1.194005 -0.18 0.01 -0.09 -0.687
C -1.099919 -0.992441 0.367583 -0.25 0.14 -0.10 -0.099
O -2.265823 -0.857506 0.065733 0.55 0.01 0.19 -0.511
H 1.498395 -1.639731 -0.343465 -0.11 0.29 -0.02 0.357
H 2.103207 0.025231 -0.551411 -0.25 -0.13 0.10 0.399
H 1.682926 -0.575937 1.067832 0.08 -0.09 -0.24 0.313
H -1.089047 1.721561 0.716500 0.07 -0.10 -0.27 0.271
H 0.651019 2.035613 0.183384 -0.23 -0.20 0.10 0.278
H -1.428778 0.609137 -1.308348 0.19 0.16 -0.18 0.315
H -0.771146 -1.865044 0.966497 -0.02 0.12 0.02 0.368
```
Positions in Å, forces in eV/Å.

---

[2]
# C4H7NO

C4H7NO in the gas phase (ωB97M-V/def2-TZVPD, the OMol25 dataset).

For the orbital gap, the calculation gives 10.76 eV. The SMILES is C1=NCCCO1. The HOMO energy is -9.8 eV. The spin multiplicity is 1. For the energy above the lowest of the compared OMol25 structures with the same formula, charge and spin, the calculation gives 134.9 kJ/mol.

Geometry as XYZ:
```
13
Properties=species:S:1:pos:R:3:forces:R:3:mulliken_charge:R:1
C 0.497942 -0.694429 0.553604 -0.04 0.01 0.05 -0.691
C -0.740455 -1.021199 -0.251965 0.07 -0.09 0.07 -0.366
O -1.453452 0.219201 -0.508379 -0.04 -0.03 0.28 -0.380
C -0.887144 1.377832 -0.066909 0.11 0.17 0.04 0.114
N 0.344197 1.629340 0.086304 -0.43 -0.11 -0.24 -0.521
C 1.172713 0.460536 -0.190575 0.16 -0.10 0.01 -0.379
H 0.149851 -0.268539 1.500079 0.19 -0.21 0.12 0.311
H 1.119902 -1.555334 0.806640 -0.05 -0.03 -0.42 0.371
H -0.518708 -1.471367 -1.226866 0.08 0.12 0.17 0.278
H -1.411358 -1.700201 0.286881 -0.04 0.28 -0.09 0.295
H -1.642073 2.120163 0.181343 0.02 -0.02 -0.25 0.394
H 2.208871 0.636450 0.104157 -0.19 0.08 0.09 0.309
H 1.159709 0.267550 -1.274314 0.16 -0.06 0.16 0.264
```
Positions in Å, forces in eV/Å.

---

[3]
# C4H7NO

C4H7NO in the gas phase (ωB97M-V/def2-TZVPD, the OMol25 dataset).

For the orbital gap, the calculation gives 10.62 eV. The SMILES is CC(=O)N1CC1. The HOMO energy is -9.7 eV. The spin multiplicity is 1. For the energy above the lowest of the compared OMol25 structures with the same formula, charge and spin, the calculation gives 151.7 kJ/mol.

Geometry as XYZ:
```
13
Properties=species:S:1:pos:R:3:forces:R:3:mulliken_charge:R:1
C 1.914106 -0.085878 -0.319355 0.06 -0.01 -0.08 -0.878
C 0.767990 0.730186 0.229722 0.00 0.15 0.05 0.518
O 0.854347 1.912668 0.485667 -0.14 -0.33 -0.16 -0.578
N -0.354304 -0.014983 0.560138 0.27 0.02 0.14 -0.113
C -1.210934 -0.858633 -0.223439 -0.09 -0.15 -0.20 -0.403
C -1.726524 0.365598 0.476843 -0.20 0.08 0.06 -0.398
H 2.634552 0.571505 -0.808745 -0.14 -0.07 0.09 0.292
H 2.411075 -0.591231 0.514817 -0.07 0.05 -0.10 0.245
H 1.566125 -0.851260 -1.016802 0.04 0.06 0.07 0.326
H -1.406061 -1.857524 0.167790 0.02 0.27 -0.03 0.242
H -1.169223 -0.792109 -1.307887 0.16 -0.01 0.07 0.269
H -2.299328 0.250938 1.391238 -0.01 0.08 -0.11 0.238
H -1.981821 1.220719 -0.149986 0.10 -0.14 0.19 0.241
```
Positions in Å, forces in eV/Å.

---

[4]
# C4H7NO

C4H7NO in the gas phase at a distorted geometry (ωB97M-V/def2-TZVPD, the OMol25 dataset).

For the orbital gap, the calculation gives 9.57 eV. The SMILES is N[C@H]1C=COC1. The HOMO energy is -8.5 eV. The spin multiplicity is 1. For the energy above the lowest of the compared OMol25 structures with the same formula, charge and spin, the calculation gives 169.4 kJ/mol.

Geometry as XYZ:
```
13
Properties=species:S:1:pos:R:3:forces:R:3:mulliken_charge:R:1
C -0.504049 -0.119649 0.406653 -1.78 -0.07 0.76 0.320
C -0.556899 1.016062 -0.646109 -0.32 -0.14 -0.55 -0.510
C 1.584762 0.626157 -0.142654 1.07 -0.75 0.90 -0.272
C 0.949621 -0.219461 0.687543 0.87 0.21 -0.44 -0.501
H -1.498204 -1.940058 0.727909 0.35 0.93 -1.02 0.258
H -0.499462 -1.949249 -0.572964 -0.80 0.72 0.33 0.286
H -1.107075 0.151816 1.300700 0.46 0.09 -0.38 0.251
H -0.968192 0.563347 -1.590365 0.26 0.77 0.80 0.269
H -1.104718 1.933009 -0.325937 0.25 -0.85 -0.32 0.245
H 2.674192 0.736079 -0.281406 -0.77 0.11 0.11 0.389
H 1.420587 -0.877711 1.421033 -0.20 0.24 -0.43 0.368
N -1.207819 -1.347504 -0.091078 1.10 -1.15 0.60 -0.700
O 0.817257 1.427160 -0.893326 -0.48 -0.11 -0.35 -0.404
```
Positions in Å, forces in eV/Å.

---

[5]
# C4H7NO

C4H7NO in the gas phase (ωB97M-V/def2-TZVPD, the OMol25 dataset).

For the orbital gap, the calculation gives 10.96 eV. The SMILES is [H]/N=C1/CCCO1. The HOMO energy is -10.0 eV. The spin multiplicity is 1. For the energy above the lowest of the compared OMol25 structures with the same formula, charge and spin, the calculation gives 82.2 kJ/mol.

Geometry as XYZ:
```
13
Properties=species:S:1:pos:R:3:forces:R:3:mulliken_charge:R:1
N -1.425288 1.937598 -0.193090 0.06 -0.33 -0.04 -0.703
C -0.783640 0.853066 -0.178045 -0.05 0.36 -0.06 0.402
C 0.591099 0.582952 -0.763050 -0.02 0.01 0.01 -0.306
C 0.902485 -0.837699 -0.260104 0.02 -0.08 0.01 -0.471
C -0.093704 -0.988643 0.896167 0.18 -0.18 0.06 -0.407
O -1.242538 -0.273475 0.447592 -0.09 0.13 0.11 -0.420
H -2.275608 1.794296 0.356888 -0.02 0.20 -0.15 0.279
H 0.560612 0.660943 -1.854611 -0.04 -0.03 0.21 0.254
H 1.305287 1.334145 -0.411097 -0.17 -0.12 0.04 0.257
H 1.942906 -0.980697 0.043408 -0.18 0.04 -0.01 0.314
H 0.667049 -1.570352 -1.038414 0.05 0.06 0.14 0.243
H 0.253619 -0.504173 1.819907 0.15 -0.15 -0.15 0.267
H -0.402279 -2.007962 1.134448 0.11 0.09 -0.16 0.289
```
Positions in Å, forces in eV/Å.

---

[6]
# C4H7NO

2 unconnected molecules or ions with the total composition C4H7NO (ωB97M-V/def2-TZVPD, the OMol25 dataset).

For the orbital gap (alpha / beta), the calculation gives 7.64 / 7.64 eV. The HOMO energy (alpha / beta) is -7.7 / -7.7 eV. The spin multiplicity is 1. For the energy above the lowest of the compared OMol25 structures with the same formula, charge and spin, the calculation gives 642.8 kJ/mol.

Geometry as XYZ:
```
13
Properties=species:S:1:pos:R:3:forces:R:3:mulliken_charge:R:1
C 1.361315 -1.262832 -0.405090 0.14 -0.11 -0.06 -0.627
C -0.137475 0.347941 0.329498 -0.24 -0.16 0.13 -0.177
C -0.507143 1.773076 0.339018 -0.08 0.22 0.15 -0.311
N -0.168828 1.095386 -0.918305 -0.05 -0.09 -0.21 -0.450
C -0.849232 -0.801319 0.709240 0.14 -0.12 -0.04 0.096
O -0.382660 -1.922615 0.403665 0.04 0.35 -0.04 -0.473
H 1.297659 -2.230555 -0.892721 -0.03 0.14 0.09 0.295
H 1.501780 -0.429805 -1.092141 -0.06 -0.14 0.17 0.330
H 1.970304 -1.253507 0.492863 -0.12 0.02 -0.15 0.280
H -1.547455 2.065507 0.496557 0.18 -0.09 0.00 0.259
H 0.224626 2.509515 0.668830 -0.13 -0.15 -0.06 0.204
H -1.008716 0.901572 -1.464422 0.11 0.03 0.10 0.199
H -1.754174 -0.792368 1.333009 0.10 0.09 -0.07 0.376
```
Positions in Å, forces in eV/Å.

---

[7]
# C4H7NO

2 unconnected molecules or ions with the total composition C4H7NO at a distorted geometry (ωB97M-V/def2-TZVPD, the OMol25 dataset).

For the orbital gap, the calculation gives 11.41 eV. The HOMO energy is -10.4 eV. The spin multiplicity is 1. For the energy above the lowest of the compared OMol25 structures with the same formula, charge and spin, the calculation gives 325.3 kJ/mol.

Geometry as XYZ:
```
13
Properties=species:S:1:pos:R:3:forces:R:3:mulliken_charge:R:1
C -0.676093 -2.281692 0.634805 -0.08 -0.10 -0.10 -0.605
N 0.013276 -1.364316 1.472735 0.59 0.75 0.69 0.036
C 0.598911 -0.582227 2.118832 -0.57 -0.85 -0.54 -0.239
C 0.455229 1.585180 -0.284897 -0.04 0.26 0.15 -0.225
C 1.477182 1.038186 -1.175226 0.27 0.11 -0.11 -0.257
O 0.249948 0.355834 -0.969795 -0.15 -0.17 -0.08 -0.341
H -0.536554 -1.977543 -0.404751 -0.02 -0.05 0.15 0.257
H -1.741594 -2.273037 0.877982 0.16 0.01 -0.03 0.267
H -0.280918 -3.288323 0.792818 -0.05 0.15 -0.04 0.289
H 0.590754 1.496873 0.792168 -0.04 0.01 -0.21 0.145
H -0.170875 2.409545 -0.623838 0.11 -0.13 0.01 0.213
H 1.610727 1.460138 -2.170863 -0.03 -0.06 0.16 0.234
H 2.355799 0.560104 -0.743279 -0.16 0.05 -0.05 0.225
```
Positions in Å, forces in eV/Å.

---

[8]
# C4H7NO

4 unconnected molecules or ions with the total composition C4H7NO at a distorted geometry (ωB97M-V/def2-TZVPD, the OMol25 dataset).

For the orbital gap, the calculation gives 6.91 eV. The HOMO energy is -8.2 eV. The spin multiplicity is 1. For the energy above the lowest of the compared OMol25 structures with the same formula, charge and spin, the calculation gives 967.0 kJ/mol.

Geometry as XYZ:
```
13
Properties=species:S:1:pos:R:3:forces:R:3:mulliken_charge:R:1
C -0.691909 1.358561 -0.291743 -2.14 -1.31 1.03 -0.657
C -1.037297 0.177338 -0.800042 -2.20 0.54 -0.58 -0.307
C 1.170146 -1.192955 0.245094 2.09 -0.82 0.47 -0.310
O 1.839402 -0.333781 -0.299446 0.25 -0.49 0.94 -0.421
C -1.593887 -0.992787 -0.159685 1.20 -0.33 -0.22 0.196
N -2.145734 -1.969949 0.108340 0.20 0.30 0.30 -0.410
H -1.244050 2.231563 -0.698922 1.78 -0.18 0.10 0.251
H -0.463515 1.176029 0.731235 0.48 1.46 0.84 0.506
H 1.266420 2.090707 0.943997 1.96 -1.63 0.34 -0.056
H -1.570487 0.264811 -1.699755 -0.30 -0.23 -1.73 0.310
H 1.119668 -2.163347 -0.242583 -0.90 -0.14 -0.47 0.337
H 0.890510 -1.206403 1.322518 -0.18 0.66 -0.47 0.368
H 2.460731 0.560212 0.840987 -2.24 2.17 -0.55 0.192
```
Positions in Å, forces in eV/Å.

---

[9]
# C4H7NO

C4H7NO in the gas phase (ωB97M-V/def2-TZVPD, the OMol25 dataset).

For the orbital gap, the calculation gives 10.76 eV. The SMILES is C[C@H]1CC(=O)N1. The HOMO energy is -9.8 eV. The spin multiplicity is 1. For the energy above the lowest of the compared OMol25 structures with the same formula, charge and spin, the calculation gives 90.0 kJ/mol.

Geometry as XYZ:
```
13
Properties=species:S:1:pos:R:3:forces:R:3:mulliken_charge:R:1
C 0.332337 1.530711 -0.082472 0.04 0.15 0.03 -1.318
C -0.584649 0.306753 -0.097507 0.01 0.14 -0.16 0.274
C 0.143886 -0.840746 -0.825254 0.11 -0.14 -0.22 -0.580
C 0.118223 -1.578121 0.515024 0.08 -0.19 0.09 0.340
O 0.629116 -2.573452 0.959520 -0.33 0.16 -0.09 -0.612
N -0.638803 -0.582315 1.080438 0.21 -0.04 0.13 -0.144
H -0.180369 2.484044 0.039555 -0.07 -0.06 0.22 0.343
H 1.118745 1.439216 0.676105 -0.19 -0.03 -0.09 0.346
H 0.832417 1.559300 -1.058042 -0.11 0.21 0.19 0.305
H -1.588978 0.548806 -0.468541 0.29 -0.06 -0.03 0.336
H -0.395248 -1.270974 -1.667102 0.04 -0.25 0.16 0.291
H 1.164266 -0.583945 -1.121114 -0.16 -0.10 -0.07 0.250
H -0.952937 -0.483675 2.036600 0.10 0.20 -0.16 0.171
```
Positions in Å, forces in eV/Å.

---

Repeat the eighth record exactly.
# C4H7NO

4 unconnected molecules or ions with the total composition C4H7NO at a distorted geometry (ωB97M-V/def2-TZVPD, the OMol25 dataset).

For the orbital gap, the calculation gives 6.91 eV. The HOMO energy is -8.2 eV. The spin multiplicity is 1. For the energy above the lowest of the compared OMol25 structures with the same formula, charge and spin, the calculation gives 967.0 kJ/mol.

Geometry as XYZ:
```
13
Properties=species:S:1:pos:R:3:forces:R:3:mulliken_charge:R:1
C -0.691909 1.358561 -0.291743 -2.14 -1.31 1.03 -0.657
C -1.037297 0.177338 -0.800042 -2.20 0.54 -0.58 -0.307
C 1.170146 -1.192955 0.245094 2.09 -0.82 0.47 -0.310
O 1.839402 -0.333781 -0.299446 0.25 -0.49 0.94 -0.421
C -1.593887 -0.992787 -0.159685 1.20 -0.33 -0.22 0.196
N -2.145734 -1.969949 0.108340 0.20 0.30 0.30 -0.410
H -1.244050 2.231563 -0.698922 1.78 -0.18 0.10 0.251
H -0.463515 1.176029 0.731235 0.48 1.46 0.84 0.506
H 1.266420 2.090707 0.943997 1.96 -1.63 0.34 -0.056
H -1.570487 0.264811 -1.699755 -0.30 -0.23 -1.73 0.310
H 1.119668 -2.163347 -0.242583 -0.90 -0.14 -0.47 0.337
H 0.890510 -1.206403 1.322518 -0.18 0.66 -0.47 0.368
H 2.460731 0.560212 0.840987 -2.24 2.17 -0.55 0.192
```
Positions in Å, forces in eV/Å.